Entry one
The following is a quantum chemistry calculation of a structure of composition C6H8N2, from OMol25.

HOMO level, eV: -8.7743
LUMO level, Ha: 0.020

Positions of all 16 atoms, in Å:
C: -1.71649 -0.46728 -0.00052
C: -0.62316 -0.07677 0.87883
C: -0.29782 1.43832 0.43993
C: 1.00649 1.31700 -0.69008
C: 1.06567 -0.21237 -0.64670
C: 0.89525 -0.76250 0.80125
H: -1.30015 -0.27087 1.76206
H: 0.44167 1.65470 1.60696
H: -1.43136 1.94875 0.35497
H: 2.07179 2.07221 -0.37964
H: 0.45830 1.67613 -1.75338
H: 0.23443 -0.62186 -1.27728
H: 2.91674 -1.14769 -0.12520
H: 1.50260 0.04663 1.51279
N: -2.75676 -0.55846 -0.67748
N: 1.77481 -1.26674 -0.23645

***

Entry two
The following is a quantum chemistry calculation of an isolated molecule of C6H8N2, from OMol25.

HOMO level, eV: -6.5790
SMILES string: Nc1ccn2c1CC2
LUMO level, Ha: 0.039

Positions of all 16 atoms, in Å:
N: 2.33192 -1.01006 -0.05800
C: 1.30870 -0.11343 -0.00974
C: 1.36449 1.30880 0.14160
C: 0.09881 1.79985 -0.16024
N: -0.69398 0.67008 -0.10368
C: -0.04739 -0.47041 -0.09679
C: -1.35929 -1.28015 0.01614
C: -2.02467 0.12955 0.06844
H: 3.27197 -0.70584 0.25540
H: 2.08009 -1.95672 -0.34273
H: 2.29180 1.89096 0.19991
H: -0.39750 2.74418 -0.21306
H: -1.49723 -1.82292 -0.88993
H: -1.37218 -1.82745 0.94422
H: -2.80303 0.24971 -0.76069
H: -2.55252 0.39386 1.00915

***

Entry three
The following is a quantum chemistry calculation of an isolated molecule of C6H8N2, from OMol25.

HOMO level, eV: -7.6346
SMILES string: C=CC1=NC(=C)CN1
LUMO level, Ha: 0.003

Positions of all 16 atoms, in Å:
C: 2.43018 -0.70346 1.45217
C: 1.94137 0.48676 0.93356
C: 0.68933 0.37252 0.14525
N: -0.11480 1.34330 -0.17945
C: -1.26132 0.75436 -0.71948
C: -2.46246 1.31220 -1.16525
C: -1.04852 -0.79321 -0.62894
N: 0.25563 -0.86997 -0.16339
H: 3.35556 -0.63551 2.21919
H: 1.88049 -1.66757 1.48722
H: 2.48063 1.38771 1.13542
H: -2.39370 2.44567 -1.27279
H: -3.43653 0.91773 -1.47154
H: -1.25598 -1.08849 -1.64855
H: -1.88642 -1.39298 -0.08544
H: 0.82653 -1.86905 -0.03797

***

So which one is most stable? That would be entry two, about 0.380 eV below the next structure.

***

Entry one
The following is a quantum chemistry calculation of an isolated molecule of C6H8N2, from OMol25.

HOMO level, eV: -7.5845
SMILES string: C1=NCC2=CCCN12
LUMO level, Ha: 0.033

Positions of all 16 atoms, in Å:
C: -0.42133 1.73973 -0.77182
N: -1.76224 1.75275 -0.56850
C: -2.13970 0.53979 0.19476
C: -0.77611 -0.15975 0.31005
C: -0.20235 -1.43059 0.46718
C: 1.30830 -1.28575 0.53909
C: 1.49447 -0.03782 -0.44017
N: 0.24226 0.65189 -0.18606
H: 0.31141 2.55462 -1.19344
H: -2.98791 -0.14056 -0.13529
H: -2.56271 0.81971 1.15088
H: -0.76520 -2.39672 0.68465
H: 2.12412 -1.93909 0.04277
H: 1.96479 -1.12707 1.51428
H: 1.84951 -0.21521 -1.55320
H: 2.32269 0.67407 -0.05517

***

Entry two
The following is a quantum chemistry calculation of an isolated molecule of C6H8N2, from OMol25.

HOMO level, eV: -9.1983
SMILES string: [H]/N=C(/C#CC)N1CC1
LUMO level, Ha: 0.027

Positions of all 16 atoms, in Å:
H: 1.05125 -0.95136 -2.70671
N: 0.93306 -0.06835 -2.07379
C: 0.25730 -0.12774 -1.03483
C: 0.21477 0.85979 -0.25212
C: 0.14987 1.75334 0.64332
C: 0.06620 2.68233 1.85283
N: -0.42200 -1.47173 -0.85435
C: -1.36234 -1.62888 0.51583
C: 0.10030 -1.81574 0.52592
H: -0.66370 2.68628 2.54348
H: 0.16906 3.72819 1.50253
H: 1.23121 2.52532 2.23540
H: -1.84843 -0.95694 1.06205
H: -1.76927 -2.67520 0.56042
H: 0.68006 -2.79351 0.78529
H: 1.01582 -1.12078 1.00876

***

Entry three
The following is a quantum chemistry calculation of an isolated molecule of C6H8N2, from OMol25.

HOMO level, eV: -9.1749
SMILES string: Cc1ccc(C)nn1
LUMO level, Ha: 0.018

Positions of all 16 atoms, in Å:
C: -0.52959 0.41261 -2.72183
C: -0.21458 0.30912 -1.28116
C: 0.00144 -0.95084 -0.74305
C: 0.31771 -1.02543 0.61816
C: 0.21425 0.22711 1.32785
C: 0.40233 0.18556 2.88018
N: -0.08794 1.32819 0.69357
N: -0.20002 1.46183 -0.64750
H: -0.59099 1.42933 -3.00660
H: 0.19893 -0.04624 -3.38719
H: -1.50267 -0.00812 -2.94180
H: 0.00970 -1.87167 -1.37966
H: 0.64118 -1.97751 1.00247
H: 0.61896 1.19957 3.20638
H: 1.23444 -0.44715 3.09551
H: -0.51316 -0.22637 3.28466

***

So which one is most stable? That would be entry three, about 1.994 eV below the next structure.

***

Entry one
The following is a quantum chemistry calculation of an isolated molecule of C4H6O4, from OMol25.

HOMO level, eV: -9.7511
SMILES string: C[C@@H]1O[C@@]12OC2(O)O
LUMO level, Ha: 0.023

Positions of all 14 atoms, in Å:
C: 1.91948 -0.42352 0.11159
C: 1.07003 0.59259 -0.61965
O: 0.42578 1.61134 0.18893
C: -0.38277 0.64361 -0.30833
O: -1.56496 0.71666 -0.99832
C: -1.44422 -0.16569 0.19382
O: -2.31004 0.16637 1.14828
O: -1.29991 -1.46513 -0.14795
H: 1.14267 -1.13811 0.60897
H: 2.32530 0.20807 0.84850
H: 2.65605 -0.83017 -0.49751
H: 1.61351 0.98231 -1.50492
H: -2.09387 1.03477 1.59932
H: -2.05705 -1.93310 -0.62274

***

Entry two
The following is a quantum chemistry calculation of an isolated molecule of C4H6O4, from OMol25.

HOMO level, eV: -10.0917
SMILES string: O=COCCC(=O)O
LUMO level, Ha: 0.018

Positions of all 14 atoms, in Å:
O: -1.83982 -1.22608 0.05376
C: -2.20608 -0.00157 0.00878
O: -1.53117 1.06745 -0.23397
C: -0.13885 0.91916 -0.56850
C: 0.98768 0.55518 0.46035
C: 1.62029 -0.88660 0.07740
O: 2.79998 -1.04054 0.28813
O: 0.78822 -1.90490 -0.12027
H: -3.21695 0.20875 0.18342
H: 0.13214 2.04747 -0.65456
H: 0.00557 0.38400 -1.44854
H: 1.95288 1.12835 0.56500
H: 0.77328 0.47120 1.62238
H: -0.12716 -1.72186 -0.23338

***

So which one is most stable? That would be entry two, about 2.052 eV below the next structure.

***

Entry one
The following is a quantum chemistry calculation of an isolated molecule of C10H13P, from OMol25.

HOMO level, eV: -8.7716
SMILES string: C[C@H]1c2ccccc2[C@]1(C)P
LUMO level, Ha: 0.032

Positions of all 24 atoms, in Å:
C: -0.95362 2.36044 -0.13485
C: -0.66945 1.10896 -0.80573
C: 0.62994 0.41314 -0.53684
C: 1.96213 0.57770 -0.98563
C: 2.87046 -0.37962 -0.52705
C: 2.40841 -1.52102 0.07970
C: 1.09349 -1.76329 0.48347
C: 0.26781 -0.68075 0.22308
C: -1.28504 -0.34338 0.18939
C: -1.76962 0.07010 1.55660
P: -2.27713 -1.51454 -0.86344
H: -0.15347 3.12777 -0.24025
H: -0.87525 2.27937 0.95173
H: -1.99117 2.71824 -0.20059
H: -0.90704 1.18157 -1.83646
H: 2.24543 1.37781 -1.67123
H: 3.92197 -0.13648 -0.67920
H: 3.15319 -2.21396 0.33671
H: 0.95606 -2.63864 1.10053
H: -2.67338 0.71883 1.28477
H: -0.90862 0.45218 2.05919
H: -2.09112 -0.89757 2.10847
H: -1.79448 -2.62479 -0.10452
H: -1.15948 -1.67208 -1.78784

***

Entry two
The following is a quantum chemistry calculation of a structure of composition C10H13P, from OMol25.

HOMO level, eV: -7.7468
LUMO level, Ha: 0.022

Positions of all 24 atoms, in Å:
C: 2.98527 0.74614 0.00691
C: 3.24783 -0.57391 0.38502
C: 1.70552 1.04493 -0.41642
C: 2.21589 -1.55166 0.47189
C: 0.69250 0.12039 -0.39696
C: 0.94806 -1.20215 -0.01430
C: -0.82004 0.57678 -0.69836
C: -2.32899 -0.46888 -0.59199
C: -1.00228 1.76201 0.22105
C: -3.21362 -0.25995 0.64032
P: -0.88048 -1.69259 -0.42321
H: 3.90955 1.38062 -0.19068
H: 4.33001 -0.79687 0.72217
H: 1.47254 2.07121 -0.71299
H: 2.48696 -2.52661 0.83023
H: -0.71232 0.78928 -1.79599
H: -0.66326 1.58888 1.19516
H: -2.00799 1.99635 0.17570
H: -0.36986 2.57763 -0.02817
H: -2.72582 0.39066 1.27913
H: -3.61927 -1.13410 1.22751
H: -4.15680 0.22393 0.21601
H: -0.52126 -2.00013 -1.85200
H: -0.97215 -3.06195 -0.25002

***

So which one is most stable? That would be entry one, about 3.208 eV below the next structure.

***

Entry one
The following is a quantum chemistry calculation of an isolated molecule of C23H26N2O3S, from OMol25.

HOMO level, eV: -7.9383
SMILES string: CCOCCCNC(=O)CN1C(=O)/C(=C\c2ccc(C)cc2)Sc2ccccc21
LUMO level, Ha: 0.011

Positions of all 55 atoms, in Å:
C: -0.11877 -3.19091 -0.43215
C: 1.36370 -3.50620 -0.33350
O: 2.10265 -2.30717 -0.20856
C: 3.49688 -2.52362 -0.23176
C: 4.24385 -1.22641 0.06838
C: 4.00985 -0.74789 1.50138
N: 2.65544 -0.27476 1.65092
C: 2.35278 0.93081 2.15514
O: 3.14640 1.66179 2.71046
C: 0.88249 1.30414 1.94654
N: 0.52686 1.17957 0.54221
C: -0.49975 0.33024 0.23629
O: -1.06217 -0.32491 1.09685
C: -0.87572 0.20896 -1.18942
C: -2.12817 0.07763 -1.64646
C: -3.34385 0.24757 -0.86891
C: -3.44725 1.18800 0.15569
C: -4.62219 1.32652 0.86445
C: -5.73099 0.53694 0.57790
C: -6.99075 0.67780 1.37506
C: -5.63476 -0.38561 -0.45653
C: -4.46543 -0.52190 -1.17723
S: 0.49358 -0.02197 -2.28348
C: 1.49293 1.30785 -1.69847
C: 2.41697 1.85902 -2.57560
C: 3.19594 2.93086 -2.18803
C: 3.02661 3.47095 -0.92391
C: 2.11761 2.91766 -0.04247
C: 1.35015 1.81034 -0.40161
H: -0.32388 -2.64246 -1.34734
H: -0.68741 -4.11643 -0.44132
H: -0.44145 -2.58736 0.41209
H: 1.69663 -4.04780 -1.23238
H: 1.56274 -4.14772 0.54029
H: 3.76491 -3.28725 0.51653
H: 3.79211 -2.90585 -1.22186
H: 5.30885 -1.40211 -0.08530
H: 3.91469 -0.45371 -0.62879
H: 4.67226 0.08525 1.75058
H: 4.20124 -1.56780 2.20411
H: 1.95625 -0.83780 1.18157
H: 0.23688 0.61228 2.49619
H: 0.70401 2.31802 2.31341
H: -2.26212 -0.17899 -2.69041
H: -2.60772 1.82927 0.37984
H: -4.68542 2.06185 1.65394
H: -6.88380 0.16384 2.33082
H: -7.20215 1.72495 1.58232
H: -7.83701 0.24353 0.84837
H: -6.48801 -1.00202 -0.70229
H: -4.40669 -1.24703 -1.97635
H: 2.51104 1.43074 -3.56168
H: 3.91829 3.34848 -2.87181
H: 3.61115 4.32255 -0.61301
H: 2.01971 3.34827 0.93932

***

Entry two
The following is a quantum chemistry calculation of an isolated molecule of C23H26N2O3S, from OMol25.

HOMO level, eV: -8.3687
LUMO level, Ha: 0.010

Positions of all 55 atoms, in Å:
C: 2.74141 5.15484 -0.49462
H: 3.44420 5.76074 -1.06133
H: 3.18031 4.92806 0.47438
H: 1.83510 5.73404 -0.33235
C: 2.42019 3.86312 -1.24977
C: 1.45304 3.02678 -0.46508
C: 0.08146 3.16541 -0.65050
C: -0.81343 2.41316 0.08275
C: -0.34732 1.50104 1.02950
C: 1.02710 1.36941 1.23395
C: 1.90999 2.12533 0.49169
H: 2.97309 2.01148 0.64734
H: 1.38349 0.67080 1.97433
C: -1.27237 0.66633 1.76124
N: -0.95723 -0.30009 2.58188
C: -2.14641 -0.84769 2.98227
C: -3.16233 -0.17560 2.35510
O: -2.60264 0.79345 1.59428
C: -4.63472 -0.34396 2.36559
H: -5.10279 0.52820 1.91718
H: -4.91077 -1.22693 1.78922
H: -4.99957 -0.46818 3.38340
C: -2.22843 -2.05177 3.82085
H: -1.53822 -2.04511 4.65838
H: -3.24661 -2.21361 4.16723
S: -1.80407 -3.53972 2.71914
O: -2.10887 -3.07952 1.36773
C: 0.05182 -3.44141 2.93783
C: 0.70384 -3.41911 1.56655
O: 1.17152 -4.40730 1.04244
N: 0.71647 -2.18325 1.03847
C: 1.11142 -1.91057 -0.31961
H: 1.84912 -1.09990 -0.32580
H: 1.57295 -2.81891 -0.71349
C: -0.09640 -1.51059 -1.17964
C: 0.35056 -1.18144 -2.57240
C: 0.77995 0.10279 -2.88381
C: 1.23175 0.40555 -4.15573
C: 1.26256 -0.57430 -5.13329
C: 0.84036 -1.85768 -4.83093
C: 0.38984 -2.15902 -3.55789
H: 0.06140 -3.16123 -3.32399
H: 0.86241 -2.62622 -5.58986
H: 1.61378 -0.33850 -6.12723
H: 1.56096 1.40912 -4.38458
H: 0.75519 0.87072 -2.12347
H: -0.81253 -2.33357 -1.18037
H: -0.57425 -0.63861 -0.72684
H: 0.21209 -1.44817 1.52568
H: 0.33264 -4.34227 3.47907
H: 0.30824 -2.54952 3.50082
H: -1.87580 2.51484 -0.07913
H: -0.28730 3.86271 -1.38901
H: 1.99096 4.11225 -2.22213
H: 3.34287 3.30354 -1.41544

***

So which one is most stable? That would be entry one, about 0.231 eV below the next structure.